A cluster of 2 separate species, CH8N2O2Si2 in total at a distorted geometry. Source: OMol25; level of theory: the ωB97M-V functional and the def2-TZVPD basis.

Last column: Mulliken charge in e.
CARTESIAN COORDINATES (ANGSTROEM)
C  -1.5324  0.1060  0.0247  0.547
N  -2.8677  0.5101  0.2234  -0.534
N  -0.5746  1.0422  0.2031  -0.101
O  -1.2181  -1.0801  -0.0517  -0.577
O  1.6807  1.8533  0.3953  -0.480
Si  1.7178  -1.6870  0.2492  0.372
Si  1.0190  0.5311  -0.2280  0.010
H  -3.0654  1.3381  -0.2897  0.248
H  -3.4506  -0.2657  -0.0379  0.274
H  -0.8678  2.0614  0.2602  0.280
H  2.3782  1.9247  1.0511  0.324
H  0.9594  -2.4344  1.3241  -0.085
H  3.2136  -2.2157  0.4180  -0.122
H  1.5737  -2.5046  -1.0263  -0.079
H  1.0342  0.8205  -2.5155  -0.077

Results
Max |F| ... 2.99 eV/A
HOMO level ... -0.323 Eh
Orbital gap ... 8.88 eV
LUMO ... 0.09 eV
Molar mass ... 136.26 g/mol
E_tot ... -881.8509 a.u.
Relative energy (zero: lowest compared OMol25 entry of this formula, charge and spin) ... 2.807 eV